Entry 1:
The following is a quantum chemistry calculation of a molecular structure, C29H40PRe at a distorted geometry, from the OMol25 dataset.

LUMO level (spin up / spin down)	-3.935 / -4.576	eV
spin multiplicity	4
HOMO (spin up / spin down)	-10.619 / -10.386	eV
total charge	+1

Geometry as XYZ:
```
71
C29H40PRe | the OMol25 dataset | ωB97M-V with the def2-TZVPD basis set
C 1.3581 -2.3743 -0.0513
C 1.7819 -1.5513 -1.1326
C 0.9146 -1.7916 -2.2351
C -0.0476 -2.7661 -1.8341
C 0.2207 -3.1204 -0.4811
Re -0.2368 -1.1105 -0.6103
C -3.3004 1.0092 -1.4355
C -2.4536 0.5802 -0.3257
H -1.8951 1.3440 0.2299
C -2.2615 -0.8485 -0.0206
H -2.8954 -1.4833 -0.6553
H -2.3578 -1.0771 1.0462
C -3.2784 2.5523 -1.5648
H -2.5054 2.9585 -0.8773
H -2.9084 2.7631 -2.5895
H -4.2165 3.1328 -1.4160
C -2.8972 0.3250 -2.7473
H -1.8815 -0.1023 -2.5643
H -3.5457 -0.4718 -3.1803
H -2.7491 1.1341 -3.4914
C 3.0074 -0.6895 -1.1381
H 3.1472 -0.2101 -0.1640
H 3.9239 -1.2649 -1.3602
H 2.9039 0.1094 -1.8737
C 1.0828 -1.2003 -3.6052
H 1.3654 -0.1462 -3.5243
H 1.8807 -1.7085 -4.1718
H 0.1519 -1.2751 -4.1772
C -1.1645 -3.3314 -2.6639
H -1.1583 -2.8905 -3.6656
H -1.0690 -4.4239 -2.7496
H -2.1410 -3.1300 -2.2029
C -0.5345 -4.1316 0.3346
H -1.6084 -4.0822 0.1202
H -0.2034 -5.1564 0.1123
H -0.3889 -3.9620 1.4072
C 2.1171 -2.5826 1.2295
H 1.4493 -2.9026 2.0353
H 2.8943 -3.3579 1.1268
H 2.6260 -1.6621 1.5332
C 1.9985 2.3903 -1.7330
C 0.7056 2.6388 -2.3968
C 3.1232 2.8320 -2.3821
C 0.7365 2.5303 -3.7523
H -0.4542 2.7079 -2.1634
C 3.0303 2.9868 -3.7641
H 4.0204 3.0452 -1.8963
C 1.8759 2.7915 -4.4520
H -0.2776 2.3920 -4.1962
H 3.8794 3.2710 -4.2777
H 1.7315 2.7571 -5.4914
C 1.5152 1.0245 2.1583
P -0.2939 0.8081 2.4310
C -0.4829 -0.9827 2.8420
C -0.4387 1.4011 4.1812
C 0.5818 1.2509 5.1384
C 0.3040 1.4719 6.4907
C -0.9768 1.8606 6.8975
C -1.9854 2.0418 5.9426
C -1.7218 1.8264 4.5902
H 1.6978 1.0694 1.0736
H 2.0911 0.2068 2.6128
H 1.8200 1.9842 2.5983
H -0.6457 -1.5647 1.9189
H -1.3675 -1.0903 3.4850
H 0.4064 -1.3616 3.3574
H 1.5878 0.9468 4.8386
H 1.0946 1.3317 7.2297
H -1.1906 2.0187 7.9548
H -2.9858 2.3439 6.2573
H -2.5062 1.9662 3.8409
```

Entry 2:
The following is a quantum chemistry calculation of C3H4N3O2P in the gas phase at a distorted geometry, from the OMol25 dataset.

energy above the lowest of the compared OMol25 structures with the same formula, charge and spin	4.34	kcal/mol
LUMO level	-1.424	eV
spin multiplicity	1
HOMO	-8.503	eV
total charge	0

Geometry as XYZ:
```
13
C3H4N3O2P | the OMol25 dataset | ωB97M-V with the def2-TZVPD basis set
C -0.1751 -1.6415 0.3217
C -1.3370 -0.7805 0.1838
C 1.9181 -0.5562 -0.4278
N 0.9515 -1.0590 0.0734
N -1.2148 0.4868 0.0395
N 2.9516 0.1894 -0.0960
O 4.0349 -0.2339 0.1694
O 2.5877 1.3978 -0.0465
P -2.2330 1.6780 0.2449
H -0.3129 -2.7033 0.5791
H -2.3148 -1.2403 0.1343
H -3.3213 1.7626 -0.5786
H -1.5349 2.7000 -0.5971
```

Entry 3:
The following is a quantum chemistry calculation of C9H15N in the gas phase at a distorted geometry, from the OMol25 dataset.

energy above the lowest of the compared OMol25 structures with the same formula, charge and spin	121.06	kcal/mol
LUMO level (spin up / spin down)	0.555 / 0.555	eV
spin multiplicity	1
HOMO (spin up / spin down)	-6.982 / -6.983	eV
total charge	0

Geometry as XYZ:
```
25
C9H15N | the OMol25 dataset | ωB97M-V with the def2-TZVPD basis set
C 0.4613 -1.5945 -0.5022
C 1.8841 0.3559 -1.3423
C -1.8803 0.4221 -1.0183
C -0.2451 2.1409 -0.1935
C 0.6049 -0.1291 -0.7226
C 0.5042 -1.0728 0.9129
C -0.5233 0.6704 -0.4069
C -0.9689 -0.9199 1.4425
C 1.4727 -0.7133 1.7902
N -1.7784 -1.9059 1.2548
H -2.3985 -2.0960 2.0380
H -0.4824 -2.0522 -0.7858
H 1.3499 -2.1718 -0.7419
H -1.0039 -0.3447 2.3786
H 2.7341 -0.2069 -0.9536
H 2.0851 1.4036 -1.1286
H 1.8699 0.2018 -2.4235
H -1.9867 0.9202 -1.9853
H -2.0613 -0.6425 -1.1263
H 0.1204 2.6033 -1.1139
H 0.5274 2.3016 0.5613
H -1.1558 2.6861 0.0498
H -2.6329 0.8943 -0.3832
H 2.1930 0.0539 1.5441
H 1.3107 -0.8047 2.8555
```

Entry 4:
The following is a quantum chemistry calculation of C4H5NO in the gas phase, from the OMol25 dataset.

energy above the lowest of the compared OMol25 structures with the same formula, charge and spin	26.35	kcal/mol
LUMO level	0.836	eV
spin multiplicity	1
HOMO	-9.934	eV
total charge	0

Geometry as XYZ:
```
11
C4H5NO | the OMol25 dataset | ωB97M-V with the def2-TZVPD basis set
C -2.4256 0.1438 0.1791
C -0.9810 -0.0713 0.1219
C 0.2076 -0.2725 0.0801
C 1.6330 -0.6091 0.0617
N 2.4369 0.3951 -0.3849
O 2.0527 -1.6957 0.4130
H -2.9243 -0.4107 -0.6221
H -2.6763 1.2033 0.0698
H -2.8257 -0.2098 1.1344
H 3.4316 0.2316 -0.4071
H 2.0712 1.2954 -0.6459
```

Entry 5:
The following is a quantum chemistry calculation of C6H10O in the gas phase at a distorted geometry, from the OMol25 dataset.

energy above the lowest of the compared OMol25 structures with the same formula, charge and spin	40.84	kcal/mol
LUMO level	1.122	eV
spin multiplicity	1
HOMO	-8.809	eV
total charge	0

Geometry as XYZ:
```
17
C6H10O | the OMol25 dataset | ωB97M-V with the def2-TZVPD basis set
C -2.2925 0.1869 0.0641
C -0.7692 0.2047 0.1804
C -0.0542 -1.3649 0.0202
C 1.4632 -1.1117 0.0115
C 1.9135 0.1451 0.0431
C 1.1204 1.3763 -0.3462
O -0.2137 1.1200 -0.7360
H -2.6777 -0.4498 0.8710
H -2.5190 -0.2519 -0.9052
H -2.8177 1.1596 0.1462
H -0.5456 0.6915 1.1832
H -0.1671 -2.2442 -0.7237
H -0.4049 -1.8200 0.9581
H 2.2236 -1.8998 -0.1731
H 2.9652 0.3305 0.2395
H 1.1615 2.1760 0.4176
H 1.6141 1.7516 -1.2507
```

Entry 6:
The following is a quantum chemistry calculation of C20H23NO3 in the gas phase at a distorted geometry, from the OMol25 dataset.

energy above the lowest of the compared OMol25 structures with the same formula, charge and spin	399.67	kcal/mol
LUMO level	0.488	eV
spin multiplicity	1
HOMO	-7.916	eV
total charge	0

Geometry as XYZ:
```
47
C20H23NO3 | the OMol25 dataset | ωB97M-V with the def2-TZVPD basis set
C 4.1548 3.2197 0.3353
O 2.9798 2.7185 -0.0879
C 2.7718 1.4891 -0.3317
C 1.4404 1.0786 -0.9201
C 1.0193 -0.3614 -1.3225
C 1.7832 -1.3287 -0.8198
C 1.4015 -2.6774 -1.2380
C 0.7980 -3.3329 0.2590
N -0.1197 -2.3635 0.6698
C -1.5400 -2.5456 0.4267
O -1.9308 -3.5043 -0.4979
C -2.5312 -1.4240 0.9704
C -3.9065 -1.6382 0.8350
C -3.3459 -0.7687 -0.0328
C -3.4875 0.8223 -0.3480
C -4.6838 1.2099 -0.1431
C -4.9471 2.3703 -0.0521
C -3.8317 3.5650 0.0287
C -2.6676 2.8416 0.1985
C -2.3634 1.4710 0.0758
C 2.9753 -1.0929 -0.1140
C 3.4500 0.3500 -0.1084
O 4.6210 0.6402 0.5199
C 5.6051 -0.4831 0.8705
H 4.7537 2.9692 -0.5470
H 4.1611 4.2406 0.2134
H 4.4952 2.7960 1.2922
H 0.6970 1.8056 -1.1060
H -0.0631 -0.4127 -1.6000
H 2.1847 -3.3010 -1.3148
H 0.6743 -2.8525 -1.8263
H 0.4887 -4.3356 0.1137
H 1.4798 -3.3128 1.1714
H -0.0571 -1.4763 1.2606
H -2.0355 -0.8684 1.6364
H -4.4621 -1.3329 1.4121
H -4.2287 -2.6982 0.6903
H -3.1527 -0.9881 -1.1853
H -5.6487 0.4577 -0.2167
H -5.9808 2.8331 -0.0930
H -3.9871 4.5110 0.1467
H -1.7658 3.5089 0.0474
H -1.3860 1.2133 -0.0245
H 3.7347 -1.7072 -0.0092
H 5.0920 -0.9509 1.6182
H 5.7479 -0.8697 -0.1374
H 6.4703 -0.1482 1.1995
```